Here is a molecular structure, C5H8CuO5 at a distorted geometry from the OMol25 dataset. Energies are from wB97M-V/def2-TZVPD.

ORCA input file:
```
! wB97M-V def2-TZVPD RIJCOSX def2/J DEFGRID3
* xyz -1 1
O 1.25499 0.45922 -0.06715
C -0.69319 0.90338 -0.55268
C 1.71576 1.47275 0.74121
O -1.45279 1.47659 -1.37883
O -0.56156 1.74979 0.53456
C 0.63510 2.52958 0.49388
H 2.71160 1.87134 0.46778
H 1.69629 1.16557 1.80762
H 0.57706 3.26557 1.30524
H 0.80829 2.94245 -0.51364
O 0.37268 -3.03318 -0.90048
O -0.87018 -0.43154 -0.81612
C -0.89894 -2.80299 -0.45424
C -1.12059 -1.42749 0.17757
H -1.23173 -3.52262 0.33633
H -1.66898 -2.89418 -1.26275
H -0.39066 -1.27798 0.98811
H -2.15140 -1.32806 0.55372
Cu 1.26825 -1.11820 -1.46013
*
```

* energy relative to the best compared isomer or geometry (same formula, charge and spin): 1.589 eV
* orbital gap: 7.38 eV
* LUMO level: 3.25 eV
* highest occupied orbital energy: -0.15179 hartree



Here is 2 unconnected molecules or ions with the total composition C5H8F2N2O at a distorted geometry from the OMol25 dataset. Energies are from wB97M-V/def2-TZVPD.

ORCA input file:
```
! wB97M-V def2-TZVPD RIJCOSX def2/J DEFGRID3
* xyz 0 1
C -2.50689 -0.46316 -0.26390
C 1.43090 -0.53875 -0.28578
C 0.13252 -0.86835 0.46175
C 0.90529 0.57384 -1.26855
C -0.75002 0.34385 0.49436
N -0.29579 1.22644 -0.54929
N -3.48828 0.38381 -0.18167
O -2.31638 -1.55027 -0.71324
F -1.10593 0.93505 1.65046
F 0.11406 2.48188 0.02336
H 2.16487 -0.16846 0.52090
H 1.90689 -1.30276 -0.76687
H -0.41668 -1.61192 -0.12922
H 0.34934 -1.29901 1.47156
H 1.64510 1.23831 -1.70608
H 0.49140 0.18772 -2.29459
H -3.53519 1.20618 0.39303
H -4.39730 -0.05691 -0.18707
*
```

* energy relative to the best compared isomer or geometry (same formula, charge and spin): 3.443 eV
* orbital gap: 8.87 eV
* LUMO level: 0.71 eV
* highest occupied orbital energy: -0.30006 hartree



Here is a gas-phase ion, C5H8F3N2 (charge +1) at a distorted geometry from the OMol25 dataset. Energies are from wB97M-V/def2-TZVPD.

ORCA input file:
```
! wB97M-V def2-TZVPD RIJCOSX def2/J DEFGRID3
* xyz 1 1
F -1.70595 1.84217 0.20562
C -0.41932 1.94028 -0.15375
C 0.10787 0.33472 -0.02315
C 1.65266 0.21346 -0.25781
F 1.94268 -1.05772 -0.17945
F 2.46990 0.76955 0.49663
C -0.59055 -0.64512 -1.02775
N -0.85377 -1.72738 -0.05941
C -0.50374 -1.43473 1.14716
N -0.12183 -0.17505 1.31135
H -0.40864 2.46121 -1.07537
H 0.10569 2.52181 0.60269
H 1.74207 0.53008 -1.36375
H -1.54741 -0.32229 -1.39551
H -0.00020 -0.90369 -1.82881
H -1.28089 -2.55489 -0.37506
H -0.62130 -2.23127 1.86322
H 0.03271 0.43885 2.11317
*
```

* energy relative to the best compared isomer or geometry (same formula, charge and spin): 0.000 eV
* SMILES string: FC[C@]1(C(F)F)CNC=[NH+]1
* orbital gap: 11.09 eV
* LUMO level: -3.62 eV
* highest occupied orbital energy: -0.54068 hartree



Here is a molecular structure, C5H8F3P at a distorted geometry from the OMol25 dataset. Energies are from wB97M-V/def2-TZVPD.

ORCA input file:
```
! wB97M-V def2-TZVPD RIJCOSX def2/J DEFGRID3
* xyz 0 1
C 1.66332 -0.72331 0.18266
C 0.60828 -0.55550 -0.92620
C 0.60274 -0.26334 1.24693
C -0.21592 0.27589 0.03288
C -2.03686 -0.32157 -0.06095
F -2.81542 0.67316 -0.39603
F -1.99870 -1.25540 -0.97929
F -2.31840 -0.72911 1.17413
P -0.30645 2.14554 0.06535
H 1.99181 -1.79688 0.13965
H 2.42922 -0.08890 0.30215
H 0.97703 0.07937 -1.76693
H -0.01234 -1.36056 -1.32107
H 0.05996 -1.11121 1.73784
H 0.85249 0.48249 1.86858
H -0.65680 2.32109 -1.37086
H 1.17606 2.22824 0.07116
*
```

* energy relative to the best compared isomer or geometry (same formula, charge and spin): 0.345 eV
* orbital gap: 10.42 eV
* LUMO level: 0.92 eV
* highest occupied orbital energy: -0.34901 hartree



Here is a molecular structure, C5H8FHgO4 at a distorted geometry from the OMol25 dataset. Energies are from wB97M-V/def2-TZVPD.

ORCA input file:
```
! wB97M-V def2-TZVPD RIJCOSX def2/J DEFGRID3
* xyz 0 2
C -2.03089 -0.55673 0.61016
O -1.50832 0.25982 -0.40624
C -2.65261 -1.84091 0.07879
H -1.24044 -0.80715 1.34938
H -2.79826 0.02755 1.14933
H -3.07045 -2.43281 0.90672
H -3.46363 -1.60940 -0.62692
H -1.90724 -2.46152 -0.44043
C 2.83318 0.81839 -0.26124
O 1.94311 1.10759 0.72985
C 0.62267 1.35504 0.33170
C 0.10292 0.29985 -0.64084
O 2.38336 0.27420 -1.28048
O 4.02709 1.03501 0.06162
F 0.59424 2.59923 -0.26567
H 0.02156 1.40084 1.24591
H 0.39029 -0.70728 -0.30331
H 0.09289 0.68162 -1.66602
Hg 5.66054 0.55667 -0.57230
*
```

* energy relative to the best compared isomer or geometry (same formula, charge and spin): 1.311 eV
* orbital gap (spin up / spin down): 9.40 / 6.93 eV
* LUMO level (spin up / spin down): 0.02 / -2.44 eV
* <S²>: 0.75
* highest occupied orbital energy (spin up / spin down): -0.34437 / -0.34436 hartree



Here is C5H8FI in the gas phase at a distorted geometry from the OMol25 dataset. Energies are from wB97M-V/def2-TZVPD.

ORCA input file:
```
! wB97M-V def2-TZVPD RIJCOSX def2/J DEFGRID3
* xyz 0 1
C -0.22478 -0.30365 1.47561
C 0.74758 0.55598 1.14582
C 0.29375 1.49773 -2.66159
C -0.10901 -1.22335 2.71964
C -0.59164 0.23822 -2.69514
F 1.63579 1.11968 -2.97826
I 0.39992 2.04311 -0.45514
H -1.22762 -0.27048 0.93380
H 1.74318 0.53406 1.42776
H -0.73802 -2.18313 2.69839
H -0.36305 -0.70918 3.77068
H 0.98072 -1.39562 2.71339
H -0.36344 -0.59551 -1.96932
H -0.64813 -0.05137 -3.74683
H -1.53526 0.74349 -2.37880
*
```

* energy relative to the best compared isomer or geometry (same formula, charge and spin): 3.835 eV
* orbital gap: 8.07 eV
* LUMO level: 0.03 eV
* highest occupied orbital energy: -0.29548 hartree



Here is C5H8FI in the gas phase at a distorted geometry from the OMol25 dataset. Energies are from wB97M-V/def2-TZVPD.

ORCA input file:
```
! wB97M-V def2-TZVPD RIJCOSX def2/J DEFGRID3
* xyz 0 3
C 0.52614 -0.51870 0.46168
C 1.85214 -0.15805 -0.30875
C -0.50767 -0.62934 -0.56112
C 0.17162 0.48848 1.54779
C -1.59136 0.36063 -0.82511
F -0.54343 -1.54249 -1.53704
I 2.96297 -1.42799 -1.52900
H 0.81059 -1.43455 0.96136
H 1.55986 0.64333 -0.95146
H 0.98886 0.72889 2.13125
H -0.66013 0.18719 2.22417
H -0.17371 1.51186 1.03342
H -1.41572 1.28370 -0.10822
H -2.40515 -0.25840 -0.72307
H -1.57502 0.76545 -1.81589
*
```

* energy relative to the best compared isomer or geometry (same formula, charge and spin): 0.000 eV
* orbital gap (spin up / spin down): 7.44 / 8.66 eV
* LUMO level (spin up / spin down): 0.55 / -0.92 eV
* <S²>: 2.01
* highest occupied orbital energy (spin up / spin down): -0.25321 / -0.35221 hartree



Here is a molecular structure, C5H8FLiO4 at a distorted geometry from the OMol25 dataset. Energies are from wB97M-V/def2-TZVPD.

ORCA input file:
```
! wB97M-V def2-TZVPD RIJCOSX def2/J DEFGRID3
* xyz 0 1
C 0.08937 -2.09806 -4.00423
O 0.10047 -1.29864 -2.83349
C -0.76931 -1.43668 -5.06268
H 1.11998 -2.22809 -4.37856
H -0.31086 -3.10249 -3.77555
H -0.77610 -2.05028 -5.97572
H -1.80556 -1.32739 -4.71080
H -0.37724 -0.44178 -5.31711
C 2.96694 -2.34959 0.30483
O 2.53445 -1.16346 0.42737
C 1.24470 -1.38614 -1.80604
C 1.57934 -2.84401 -1.51929
O 2.85153 -2.93787 -0.89520
O 3.29672 -3.04832 1.28012
F 2.33225 -0.76879 -2.43347
H 0.73628 -0.81854 -1.01469
H 0.81613 -3.26465 -0.85365
H 1.65055 -3.42401 -2.44616
Li 3.23758 -1.49156 2.44025
*
```

* energy relative to the best compared isomer or geometry (same formula, charge and spin): 0.430 eV
* orbital gap: 8.89 eV
* LUMO level: -0.77 eV
* highest occupied orbital energy: -0.35483 hartree



- Which of these has the highest energy relative to the best compared isomer or geometry (same formula, charge and spin)?
  number 6



- Which value of energy relative to the best compared isomer or geometry (same formula, charge and spin) does entry 6 give?
  3.835 eV



- Look up the energy relative to the best compared isomer or geometry (same formula, charge and spin) of the fifth one.
  1.311 eV